Molecular formula: C28H20IPTi
Method: DFT, the ωB97M-V functional and the def2-TZVPD basis

Geometry as ORCA input:
```
! RIJCOSX wB97M-V def2-TZVPD def2/J DEFGRID3
* xyz 2 1
Ti 0.5372 0.7232 -0.3753
I -0.5330 -0.0561 2.3173
C 1.5357 -0.5815 2.6833
C 1.9474 -0.6534 3.9830
C 3.2888 -0.9631 4.2478
C 4.1281 -1.2694 3.2135
C 3.6888 -1.2435 1.8711
C 4.5565 -1.5987 0.8176
C 4.1366 -1.5343 -0.4813
C 2.8467 -1.0638 -0.7891
C 1.9423 -0.6820 0.1938
C 2.3521 -0.8302 1.5576
H 1.2644 -0.4485 4.7927
H 3.6328 -0.9576 5.2692
H 5.1567 -1.5291 3.4133
H 5.5549 -1.9278 1.0571
H 4.8039 -1.8196 -1.2805
H 2.5766 -1.0412 -1.8491
C -0.5432 -4.4918 -0.8240
C 0.3784 -4.2690 -1.8343
C 0.5126 -3.0036 -2.3824
C -0.2581 -1.9437 -1.9022
C -1.1318 -2.1546 -0.8269
C -1.2932 -3.4369 -0.3212
P -0.0257 -0.2789 -2.6557
C -0.0353 -0.5237 -4.4551
C -0.9712 -1.4287 -4.9543
C -1.1115 -1.5579 -6.3218
C -0.3254 -0.7998 -7.1786
C 0.6094 0.0908 -6.6721
C 0.7600 0.2356 -5.3037
C -1.5825 0.5681 -2.1898
C -2.7549 0.7785 -2.9012
C -3.8245 1.3777 -2.2483
C -3.7231 1.7502 -0.9168
C -2.5415 1.5444 -0.2068
C -1.4471 0.9668 -0.8428
H -0.6939 -5.4915 -0.4474
H 0.9806 -5.0841 -2.2102
H 1.1785 -2.8464 -3.2224
H -1.7670 -1.3426 -0.4665
H -2.0247 -3.6213 0.4492
H -1.5746 -2.0193 -4.2799
H -1.8396 -2.2529 -6.7115
H -0.4330 -0.9093 -8.2455
H 1.2254 0.6784 -7.3334
H 1.4854 0.9285 -4.9004
H -2.8441 0.4723 -3.9329
H -4.7516 1.5393 -2.7793
H -4.5766 2.1882 -0.4214
H -2.5024 1.8246 0.8426
*
```

Output
highest occupied orbital energy: -14.2 eV
energy relative to the best compared isomer or geometry (same formula, charge and spin): 32.0 kcal/mol
HOMO-LUMO gap: 5.736 eV

Molecular formula: C28H21Cl3FeGeN4O3S5
Method: DFT, the ωB97M-V functional and the def2-TZVPD basis

Geometry as ORCA input:
```
! RIJCOSX wB97M-V def2-TZVPD def2/J DEFGRID3
* xyz -1 2
Fe 1.3783 1.1797 1.2779
S 0.7756 -0.1819 3.3052
C -0.1548 1.0021 4.2353
C -0.5323 0.6486 5.5240
C -1.1850 1.5619 6.3277
C -1.4735 2.8293 5.8324
C -1.1263 3.1736 4.5461
C -0.4487 2.2698 3.7206
S -0.0424 2.7585 2.1142
C 1.9644 3.7604 -0.1780
C 2.3474 2.6710 -0.9089
C 2.3519 2.6988 -2.3410
C 2.8778 1.6574 -3.0452
C 3.4124 0.5652 -2.3470
C 3.3185 0.5549 -0.9632
C 3.8489 -0.6061 -0.1819
S 2.7872 -1.0027 1.2501
C 1.5141 -2.0313 0.5447
C 1.7427 -3.2716 0.0928
C 0.7234 -4.0147 -0.6128
C -0.4748 -3.4921 -0.8930
C -0.8552 -2.1204 -0.4692
C 0.2225 -1.3488 0.3220
S -0.6002 -0.6479 1.8139
N 2.7662 1.5359 -0.2609
H -0.3055 -0.3431 5.8840
H -1.4669 1.2936 7.3354
H -1.9736 3.5521 6.4598
H -1.3456 4.1539 4.1476
H 2.0857 3.8002 0.8874
H 1.5935 4.6424 -0.6661
H 1.9349 3.5641 -2.8318
H 2.8961 1.6629 -4.1255
H 3.8539 -0.2691 -2.8687
H 4.8067 -0.3463 0.2743
H 3.9624 -1.4940 -0.7998
H 2.7219 -3.7126 0.2192
H 0.9778 -5.0077 -0.9492
H -1.2180 -4.0344 -1.4645
H -1.8209 -2.1443 0.0438
Cl 4.1331 0.4616 3.9489
Ge 3.0504 1.9621 2.7076
Cl 4.8055 2.9867 1.8065
Cl 2.5749 3.3867 4.3617
O -4.5045 -5.3134 -4.0711
S -3.2871 -4.5875 -3.7919
O -2.5866 -5.0159 -2.5926
O -2.4331 -4.3135 -4.9349
C -3.7999 -2.8470 -3.3870
N -4.9473 -2.4222 -3.8476
C -5.2029 -1.1313 -3.5688
C -4.3297 -0.3282 -2.8792
C -3.0941 -0.8887 -2.4657
N -2.8819 -2.2031 -2.7556
C -2.0449 -0.2215 -1.7886
C -0.8059 -1.0261 -1.5757
C 0.3135 -0.2888 -0.8027
N 0.1437 1.0467 -0.3515
C -0.9868 1.6555 -0.6432
C -2.0620 1.0895 -1.3321
H -6.1511 -0.7640 -3.9416
H -4.5698 0.7012 -2.6663
H -0.4742 -1.4484 -2.5265
H 1.2697 -0.3598 -1.3322
H -1.0494 2.6832 -0.3133
H -2.9204 1.7189 -1.5082
*
```

Output
highest occupied orbital energy (spin up / spin down): -4.6 / -5.1 eV
energy relative to the best compared isomer or geometry (same formula, charge and spin): 114.5 kcal/mol
HOMO-LUMO gap (spin up / spin down): 4.661 / 5.275 eV

Molecular formula: C28H22F3N4ReS2Sb
Method: DFT, the ωB97M-V functional and the def2-TZVPD basis

Geometry as ORCA input:
```
! RIJCOSX wB97M-V def2-TZVPD def2/J DEFGRID3
* xyz 2 2
Re 0.3053 -0.2302 -0.0265
S -0.7862 1.3827 -1.3850
C 0.0487 2.5550 -0.4035
S 1.3270 1.7262 0.4860
C -0.2710 3.8719 -0.2636
C -1.3160 4.4573 -1.0180
N -2.1616 4.9077 -1.6434
C 0.4019 4.6639 0.6949
N 0.9455 5.2372 1.5242
N 0.0682 -1.7653 -1.1364
C -0.0831 -2.5631 -1.9946
N -0.3084 -3.4312 -2.8849
C -0.8767 -3.0862 -4.1821
C 0.1207 -3.4518 -5.2851
C 0.5018 -4.9243 -5.1896
C 1.0589 -5.2316 -3.8040
C 0.0503 -4.8318 -2.7226
H -1.1158 -2.0227 -4.2030
H -1.7990 -3.6650 -4.2989
H 1.0130 -2.8295 -5.1887
H -0.3409 -3.2406 -6.2495
H 1.2532 -5.1546 -5.9448
H -0.3670 -5.5503 -5.3966
H 1.9987 -4.6960 -3.6493
H 1.2551 -6.2988 -3.7048
H 0.4585 -4.9875 -1.7233
H -0.8669 -5.4178 -2.8342
F 1.8505 -4.1294 7.7126
C 1.4980 -3.5360 6.5820
C 2.0899 -3.9365 5.3890
C 1.7449 -3.2934 4.2108
C 0.8121 -2.2711 4.2540
C 0.2164 -1.8796 5.4481
C 0.5493 -2.5192 6.6226
Sb 0.1710 -1.0418 2.6025
C 0.5893 0.8348 3.5850
C -0.3981 1.7149 4.0181
C -0.0433 2.9150 4.6060
C 1.3057 3.2307 4.7485
F 1.6451 4.3727 5.3215
C 2.3031 2.3664 4.3056
C 1.9369 1.1696 3.7271
C -1.9725 -1.1951 2.6620
C -2.6429 -2.0806 3.4972
C -4.0249 -2.0909 3.5177
C -4.7219 -1.2355 2.6741
F -6.0472 -1.2507 2.6885
C -4.0658 -0.3701 1.8059
C -2.6851 -0.3625 1.8016
H 2.8175 -4.7352 5.3934
H 2.2113 -3.6019 3.2836
H -0.5117 -1.0790 5.4608
H 0.0930 -2.2353 7.5576
H -1.4464 1.4638 3.9108
H -0.7892 3.6114 4.9551
H 3.3389 2.6443 4.4142
H 2.7072 0.4900 3.3805
H -2.0908 -2.7561 4.1368
H -4.5711 -2.7403 4.1821
H -4.6367 0.2777 1.1605
H -2.1573 0.3136 1.1207
*
```

Output
highest occupied orbital energy (spin up / spin down): -14.2 / -14.2 eV
energy relative to the best compared isomer or geometry (same formula, charge and spin): 42.1 kcal/mol
HOMO-LUMO gap (spin up / spin down): 4.639 / 5.311 eV

Molecular formula: C28H22N3O6Sr
Method: DFT, the ωB97M-V functional and the def2-TZVPD basis

Geometry as ORCA input:
```
! RIJCOSX wB97M-V def2-TZVPD def2/J DEFGRID3
* xyz -1 1
Sr -0.0239 0.3305 0.2991
O -2.2280 0.5775 0.5128
C -3.2475 -0.1682 0.3780
C -4.4467 0.0521 1.1338
C -5.5640 -0.7122 0.9505
C -5.6118 -1.7604 0.0049
C -4.4770 -2.0076 -0.7268
C -3.2931 -1.2680 -0.5546
C -2.1620 -1.7088 -1.3776
N -0.9428 -1.3741 -1.2137
N -0.0438 -1.9016 -2.2048
C 1.1776 -1.6171 -2.0172
O 1.6485 -0.9779 -0.9273
C 2.1264 -1.9428 -3.1522
C 2.0373 -3.1727 -3.7752
C 2.8580 -3.4526 -4.8637
C 3.7440 -2.4904 -5.3243
C 3.8123 -1.2485 -4.7108
C 2.9983 -0.9740 -3.6147
H -4.4197 0.8625 1.8510
H -6.4448 -0.4987 1.5487
H -6.5094 -2.3465 -0.1349
H -4.4771 -2.8095 -1.4604
H -2.3863 -2.4144 -2.1833
H 1.3253 -3.9017 -3.4108
H 2.7923 -4.4196 -5.3455
H 4.3807 -2.7090 -6.1729
H 4.4856 -0.4861 -5.0795
H 3.0182 0.0068 -3.1540
O 1.0295 -0.0087 4.6434
C 0.9634 0.2774 3.3011
O 0.2462 -0.4854 2.5684
C 1.7123 1.3970 2.8306
C 2.5997 2.1959 3.5947
C 3.3249 3.1721 2.9181
C 3.2000 3.4060 1.5390
C 2.2631 2.6219 0.8224
N 1.5482 1.6382 1.4846
C 1.9461 2.7062 -0.5671
O 2.5908 3.6310 -1.3612
O 1.0916 1.9603 -1.1553
H 0.4635 -0.7892 4.7085
H 2.7303 2.0340 4.6559
H 4.0258 3.7792 3.4838
H 3.8059 4.1748 1.0715
H 3.1202 4.1750 -0.7663
C 3.0817 -0.8638 -0.6040
C 3.3256 -1.1756 0.8415
C 2.7581 -2.2974 1.4329
C 3.0904 -2.6411 2.7333
C 4.0007 -1.8676 3.4436
C 4.5608 -0.7421 2.8558
C 4.2177 -0.3896 1.5570
H 3.6202 -1.5842 -1.2131
H 3.3879 0.1496 -0.8499
H 2.0367 -2.8926 0.8843
H 2.6230 -3.5018 3.1950
H 4.2394 -2.1231 4.4685
H 5.2290 -0.1063 3.4215
H 4.6078 0.5234 1.1194
*
```

Output
highest occupied orbital energy (spin up / spin down): -1.9 / -1.8 eV
energy relative to the best compared isomer or geometry (same formula, charge and spin): 65.3 kcal/mol
HOMO-LUMO gap (spin up / spin down): 4.363 / 4.346 eV

Molecular formula: C28H23Co2O6
Method: DFT, the ωB97M-V functional and the def2-TZVPD basis

Geometry as ORCA input:
```
! RIJCOSX wB97M-V def2-TZVPD def2/J DEFGRID3
* xyz -1 1
O 3.1049 2.5661 4.7743
C 2.2700 2.0332 4.1819
Co 0.9519 1.2882 3.2771
C -0.5109 2.0297 3.9539
O -1.5335 2.4533 4.2870
C 0.6844 2.3122 1.8723
O 0.3853 3.0284 1.0071
C 1.0749 -0.4013 3.9034
C 0.2558 -0.3539 2.7286
C -1.0148 -0.8269 2.2778
C -1.4539 -0.5444 1.0198
C -2.8060 -0.9371 0.5622
C -3.7848 -1.1653 1.7377
C -3.1943 -2.0587 2.8246
C -1.7675 -1.6715 3.2542
Co 2.0162 -0.6679 2.4163
C 3.3463 0.5036 2.1133
O 4.3298 1.0506 1.8312
C 1.7661 -1.4241 0.8671
O 1.6086 -1.9586 -0.1515
C 2.8958 -1.9076 3.2924
O 3.4388 -2.7251 3.9046
H 0.9117 -0.8908 4.8458
H -0.7674 -0.0998 0.3049
H -3.1937 -0.1851 -0.1396
H -2.7435 -1.8833 -0.0031
H -4.0352 -0.1911 2.1758
H -4.7165 -1.6127 1.3715
H -3.8443 -2.0443 3.7047
H -3.1420 -3.0998 2.4892
H -1.1905 -2.5923 3.4482
H -1.7912 -1.1652 4.2293
C 5.0175 0.0663 -2.0390
C 3.5435 0.2619 -2.1764
C 2.9539 1.3155 -1.4670
C 1.5870 1.4451 -1.4371
C 0.7360 0.5018 -2.0751
C -0.6557 0.6404 -1.8152
C -1.6549 0.4772 -2.8114
C -2.6104 1.5272 -2.9280
C -3.3160 1.6886 -4.1068
C -3.1669 0.7553 -5.1450
C -2.4141 -0.4079 -4.9323
C -1.7127 -0.5877 -3.7460
C 1.3496 -0.4336 -2.9518
C 2.7303 -0.5592 -2.9731
H 5.3713 -0.7740 -2.6420
H 5.5450 0.9747 -2.3557
H 5.2903 -0.0983 -0.9853
H 3.5877 2.0354 -0.9444
H 1.1360 2.3066 -0.9473
H -0.9064 1.3451 -1.0162
H -2.6891 2.2479 -2.1099
H -3.9721 2.5508 -4.2304
H -3.6738 0.9196 -6.0937
H -2.3628 -1.1726 -5.7071
H -1.2000 -1.5217 -3.5166
H 0.7339 -1.0586 -3.5922
H 3.2024 -1.3041 -3.6170
*
```

Output
highest occupied orbital energy: -2.0 eV
HOMO-LUMO gap: 4.112 eV

Molecular formula: C28H23N7O2S4Sn
Method: DFT, the ωB97M-V functional and the def2-TZVPD basis

Geometry as ORCA input:
```
! RIJCOSX wB97M-V def2-TZVPD def2/J DEFGRID3
* xyz 2 1
Sn 0.8230 0.8829 0.3267
N -0.4393 2.1366 -4.2832
C 0.0771 2.1396 -3.0625
N 0.3482 1.0699 -2.3677
C 0.1174 -0.1732 -2.9356
N 0.4737 -1.2631 -2.3358
N 1.0520 -1.0868 -1.0955
C 1.7930 -2.0480 -0.7119
C 2.5187 -1.9667 0.5616
C 3.2149 -3.0502 1.0622
C 3.8800 -2.9126 2.2733
C 3.8130 -1.7038 2.9454
C 3.0930 -0.6648 2.3703
N 2.4770 -0.7908 1.1978
C -0.5008 -0.2539 -4.2575
C -0.7967 -1.4675 -4.8858
C -1.3528 -1.4721 -6.1454
C -1.6232 -0.2674 -6.8000
C -1.3332 0.9391 -6.1996
C -0.7673 0.9359 -4.9308
H -0.5878 3.0070 -4.7642
H 0.2828 3.1151 -2.6296
H 1.9152 -2.9198 -1.3494
H 3.2320 -3.9857 0.5162
H 4.4476 -3.7391 2.6839
H 4.3142 -1.5558 3.8937
H 3.0169 0.3010 2.8616
H -0.5777 -2.3884 -4.3644
H -1.5759 -2.4111 -6.6355
H -2.0650 -0.2777 -7.7884
H -1.5400 1.8770 -6.7056
O -5.3439 5.9725 0.4390
C -4.3992 5.2676 0.5214
S -4.2902 3.6749 -0.3162
C -2.7465 3.2060 0.2801
C -2.0531 4.2226 1.1649
S -0.5810 4.0405 1.8112
S -2.9383 5.6680 1.4818
S -2.1925 1.7315 -0.1430
C -0.9655 -1.9433 6.2934
N -0.6937 -1.9180 4.8542
N -0.2388 -0.7797 4.2179
C -0.4750 -0.9131 2.8792
O -0.1085 -0.0100 2.0677
C -1.1099 -2.1527 2.6856
C -1.2507 -2.7257 3.9305
C -1.9197 -3.9948 4.3289
C 0.7448 0.0836 4.7929
C 0.6465 1.4492 4.5721
C 1.6259 2.2907 5.0818
C 2.6829 1.7726 5.8183
C 2.7687 0.4014 6.0370
C 1.8062 -0.4500 5.5148
H -0.5239 -1.0707 6.7599
H -0.5306 -2.8346 6.7409
H -2.0376 -1.9329 6.4783
H -1.4238 -2.5567 1.7351
H -2.1975 -4.5619 3.4452
H -2.8271 -3.7926 4.9052
H -1.2636 -4.6056 4.9491
H -0.1922 1.8432 4.0113
H 1.5527 3.3596 4.9170
H 3.4359 2.4346 6.2272
H 3.5909 -0.0075 6.6119
H 1.8824 -1.5227 5.6612
*
```

Output
highest occupied orbital energy: -13.3 eV
energy relative to the best compared isomer or geometry (same formula, charge and spin): 7.3 kcal/mol
HOMO-LUMO gap: 6.290 eV

Molecular formula: C28H24BrNO7Pt
Method: DFT, the ωB97M-V functional and the def2-TZVPD basis

Geometry as ORCA input:
```
! RIJCOSX wB97M-V def2-TZVPD def2/J DEFGRID3
* xyz 0 1
Pt -0.1637 -1.4172 0.3033
O -5.6156 -2.8668 2.0887
C -4.4408 -2.7075 1.9676
C -3.5041 -3.5218 1.0394
O -3.8359 -4.4040 0.3079
C -2.0711 -3.0335 1.2851
C -2.1009 -2.1210 2.5256
O -1.1680 -1.8328 3.2160
C -3.5633 -1.7365 2.7847
O -3.9577 -0.8735 3.5063
O -1.0752 -3.4699 0.7276
O 5.8960 -2.4306 0.5195
C 4.5662 -2.2380 0.5204
C 3.8878 -1.5865 1.5465
C 2.5293 -1.4257 1.4331
N 1.8196 -1.8794 0.3854
C 2.4814 -2.5289 -0.5783
Br 1.4888 -3.2276 -2.0072
C 3.8448 -2.7260 -0.5601
H 6.2924 -2.0506 1.3118
H 4.4058 -1.1973 2.4129
H 1.9563 -0.9059 2.1876
H 4.3414 -3.2469 -1.3641
C -2.6119 -1.7659 -1.9112
C -2.9316 -0.7683 -0.8013
C -4.4238 -0.7966 -0.4853
C -2.5612 0.6459 -1.2354
O -2.1995 -1.1002 0.4004
H -3.1830 -1.5266 -2.8101
H -2.8594 -2.7843 -1.6078
H -1.5478 -1.7334 -2.1564
H -4.9829 -0.3652 -1.3166
H -4.6421 -0.2092 0.4085
H -4.7994 -1.8114 -0.3617
H -3.1911 0.9377 -2.0781
H -1.5203 0.7111 -1.5455
H -2.7177 1.3515 -0.4187
C 0.5795 5.6100 1.0048
C 0.4305 4.8917 2.1828
C 0.2158 3.5231 2.1390
C 0.1628 2.8411 0.9225
C 0.2919 3.5787 -0.2552
C 0.5011 4.9483 -0.2131
C -0.0809 1.3829 0.9292
C 0.3962 0.4699 0.0764
C 1.4155 0.7405 -0.9672
C 2.6304 1.3427 -0.6310
C 3.6128 1.5443 -1.5874
C 3.3997 1.1509 -2.9025
C 2.1983 0.5493 -3.2491
C 1.2208 0.3371 -2.2878
H 0.7417 6.6797 1.0347
H 0.4745 5.3994 3.1381
H 0.0876 2.9662 3.0604
H 0.2185 3.0769 -1.2115
H 0.5954 5.5034 -1.1379
H -0.7568 1.0410 1.7092
H 2.7916 1.6617 0.3921
H 4.5472 2.0149 -1.3073
H 4.1659 1.3099 -3.6503
H 2.0235 0.2348 -4.2704
H 0.2948 -0.1558 -2.5591
*
```

Output
highest occupied orbital energy: -7.9 eV
energy relative to the best compared isomer or geometry (same formula, charge and spin): 0.0 kcal/mol
HOMO-LUMO gap: 5.491 eV

Molecular formula: C28H24CaF3N5O4S2
Method: DFT, the ωB97M-V functional and the def2-TZVPD basis

Geometry as ORCA input:
```
! RIJCOSX wB97M-V def2-TZVPD def2/J DEFGRID3
* xyz 0 1
Ca -0.0489 0.7878 -0.2690
N -1.4198 8.6660 6.4541
C -1.2729 7.8595 5.6508
C -1.0873 6.8470 4.6419
C -1.3582 7.1379 3.3073
C -1.1807 6.1627 2.3426
C -0.7222 4.8978 2.6958
C -0.4483 4.6148 4.0295
C -0.6352 5.5802 5.0024
C -0.5121 3.8524 1.6470
C -1.6829 3.3066 1.1117
C -3.0036 3.6381 1.5361
C -3.8715 2.9223 0.7515
C -3.0642 2.1677 -0.1273
N -1.7682 2.3823 0.0692
C 0.8353 3.5899 1.3508
C 1.9375 4.3399 1.8485
C 3.0742 3.8006 1.2936
C 2.6363 2.7309 0.4856
N 1.3148 2.5955 0.5048
H -1.7065 8.1247 3.0353
H -1.3936 6.3786 1.3046
H -0.0888 3.6315 4.3007
H -0.4306 5.3614 6.0411
H -3.2580 4.3143 2.3343
H -4.9469 2.9150 0.7942
H -3.4028 1.4672 -0.8777
H 1.8786 5.1829 2.5153
H 4.0921 4.1202 1.4358
H 3.2492 2.0576 -0.0980
C -1.9318 -3.0493 -3.5075
C -1.0068 -1.9241 -3.9527
C 0.4598 -2.3316 -3.9779
N 0.9829 -2.6933 -2.6591
C 1.6413 -1.8871 -1.8474
S 1.8584 -0.2247 -2.1481
N 2.1668 -2.3932 -0.6856
C 2.2722 -3.6982 -0.1626
O 2.4257 -3.8288 1.0229
C 2.2793 -4.8554 -1.1024
C 1.5346 -5.9808 -0.7705
C 1.5546 -7.0884 -1.6038
C 2.3383 -7.0801 -2.7501
C 3.1002 -5.9629 -3.0686
C 3.0647 -4.8453 -2.2519
H -2.9721 -2.7303 -3.5397
H -1.7197 -3.3492 -2.4830
H -1.8263 -3.9227 -4.1549
H -1.1257 -1.0633 -3.2916
H -1.2712 -1.5940 -4.9602
H 1.0821 -1.5283 -4.3701
H 0.5929 -3.2109 -4.6125
H 0.8514 -3.6509 -2.3659
H 2.4425 -1.6874 -0.0160
H 0.9444 -5.9757 0.1351
H 0.9652 -7.9592 -1.3544
H 2.3601 -7.9483 -3.3941
H 3.7221 -5.9649 -3.9528
H 3.6519 -3.9695 -2.4984
F -0.5669 -3.6389 -0.2843
C -1.5028 -3.2606 0.6137
F -1.2022 -3.8093 1.7803
F -2.6733 -3.7365 0.1941
S -1.5761 -1.4265 0.7352
O -1.6835 -0.9706 -0.6611
O -2.6933 -1.1606 1.5798
O -0.2544 -1.0326 1.2533
*
```

Output
highest occupied orbital energy: -7.5 eV
energy relative to the best compared isomer or geometry (same formula, charge and spin): 1.4 kcal/mol
HOMO-LUMO gap: 6.899 eV